(1)
Computed, not measured: C23H18BBaBrF4N2O as an isolated structure in a non-equilibrium geometry, with ωB97M-V with the def2-TZVPD basis set.

Structure (XYZ):
```
51
Properties=species:S:1:pos:R:3:nbo_charge:R:1
Ba -0.204 0.172 0.404 1.868
Br 6.309 -3.904 -0.172 0.034
C 4.509 -3.314 -0.244 -0.151
C 3.691 -3.713 -1.295 -0.191
C 2.379 -3.284 -1.363 -0.291
C 1.840 -2.443 -0.374 0.374
O 0.621 -1.973 -0.445 -0.937
C 2.698 -2.058 0.692 -0.199
C 2.139 -1.128 1.700 0.159
N 2.326 0.132 1.798 -0.461
C 3.327 0.800 1.012 0.108
C 4.497 1.103 1.651 -0.214
C 5.546 1.791 1.007 -0.185
C 5.418 2.188 -0.287 -0.184
C 4.213 1.925 -0.982 -0.097
C 4.037 2.309 -2.331 -0.115
C 2.864 2.054 -2.977 -0.260
C 1.832 1.434 -2.247 0.078
N 1.976 1.053 -1.006 -0.536
C 3.145 1.254 -0.344 0.216
C 4.018 -2.484 0.747 -0.205
H 4.091 -4.358 -2.066 0.222
H 1.745 -3.581 -2.188 0.219
H 1.331 -1.513 2.340 0.177
H 4.618 0.796 2.682 0.226
H 6.455 1.993 1.557 0.223
H 6.216 2.708 -0.800 0.216
H 4.857 2.805 -2.835 0.221
H 2.710 2.334 -4.009 0.228
H 0.873 1.244 -2.720 0.193
H 4.662 -2.172 1.559 0.223
C -2.391 -2.223 -2.197 -0.648
C -2.879 -1.250 -1.161 -0.046
C -3.192 0.068 -1.487 -0.243
C -3.630 0.968 -0.521 -0.187
C -3.766 0.567 0.799 -0.231
C -3.463 -0.747 1.140 -0.246
C -3.015 -1.640 0.174 -0.217
H -2.589 -1.856 -3.204 0.215
H -2.883 -3.190 -2.086 0.224
H -1.317 -2.391 -2.086 0.253
H -3.100 0.397 -2.516 0.217
H -3.846 1.990 -0.799 0.234
H -4.088 1.272 1.553 0.236
H -3.577 -1.075 2.165 0.223
H -2.783 -2.662 0.452 0.217
F -1.176 2.456 -0.193 -0.606
B -0.932 2.948 1.167 1.333
F -1.007 1.836 2.145 -0.609
F 0.382 3.363 1.170 -0.546
F -1.894 3.847 1.485 -0.531
```

Results
Gap between HOMO and LUMO (eV): 7.334
2S+1: 1
Total charge: 0

(2)
Computed, not measured: C23H18BrN4O2Pd as an isolated structure, with ωB97M-V with the def2-TZVPD basis set.

Structure (XYZ):
```
49
Properties=species:S:1:pos:R:3:nbo_charge:R:1
Pd 1.797 2.075 -0.145 0.668
C 1.506 2.489 3.519 -0.253
O 1.045 1.797 2.365 -0.527
C 0.565 0.530 2.542 0.221
C 0.217 0.018 3.767 -0.269
C -0.336 -1.268 3.861 -0.111
Br -0.791 -1.951 5.563 0.086
C -0.564 -2.008 2.742 -0.197
C -0.201 -1.493 1.481 -0.237
C 0.418 -0.231 1.348 0.438
O 0.797 0.219 0.187 -0.835
C -0.519 -2.232 0.287 0.495
N -0.268 -1.825 -0.957 -0.507
C -0.757 -2.752 -1.874 0.174
C -0.759 -2.778 -3.260 -0.231
C -1.360 -3.867 -3.861 -0.190
C -1.938 -4.896 -3.104 -0.190
C -1.936 -4.867 -1.722 -0.206
C -1.333 -3.771 -1.126 0.094
N -1.160 -3.412 0.212 -0.491
H 2.248 1.895 4.056 0.192
H 0.680 2.739 4.187 0.188
H 1.963 3.406 3.158 0.202
H 0.349 0.598 4.668 0.241
H -1.021 -2.984 2.841 0.215
H 0.218 -0.938 -1.085 0.476
H -0.318 -1.979 -3.841 0.228
H -1.389 -3.927 -4.940 0.232
H -2.400 -5.729 -3.615 0.233
H -2.387 -5.658 -1.138 0.233
H -1.489 -3.939 1.002 0.438
C 1.828 4.102 -0.486 -0.440
C 0.526 3.622 -0.944 -0.135
C -0.593 3.539 -0.091 -0.165
C -1.651 2.702 -0.388 -0.177
C -1.614 1.909 -1.537 -0.070
C -0.547 2.004 -2.425 -0.198
C 0.518 2.836 -2.131 -0.180
C -2.637 0.921 -1.780 0.246
N -3.407 0.087 -1.957 -0.269
H 1.842 4.658 0.446 0.218
H 2.533 4.494 -1.210 0.226
H -0.605 4.121 0.822 0.239
H -2.494 2.625 0.285 0.243
H -0.545 1.400 -3.322 0.239
H 1.345 2.939 -2.820 0.244
N 4.924 1.581 0.156 -0.620
C 3.784 1.720 0.051 0.318
H 5.917 1.476 0.215 0.471
```

Results
Gap between HOMO and LUMO (eV): 6.806
2S+1: 1
Total charge: +1

(3)
Computed, not measured: C23H18Cl2MnN6O6S as an isolated structure, with ωB97M-V with the def2-TZVPD basis set.

Structure (XYZ):
```
57
Properties=species:S:1:pos:R:3:nbo_charge:R:1
Mn 0.214 0.251 -0.057 1.610
O -5.584 2.021 3.041 -0.651
C -4.526 2.115 2.209 0.785
O -4.351 3.091 1.542 -0.532
C -3.528 1.022 2.285 -0.256
C -3.074 0.313 3.380 0.013
N -2.036 -0.432 2.965 -0.303
N -1.767 -0.247 1.667 -0.302
C -2.660 0.632 1.250 0.059
C -2.562 1.010 -0.184 0.772
O -3.493 1.100 -0.937 -0.541
O -1.299 1.170 -0.584 -0.786
H -5.642 1.136 3.420 0.484
H -3.379 0.320 4.413 0.238
H -1.449 -1.045 3.513 0.442
N 3.631 -0.675 -2.289 -0.501
C 4.402 -0.144 -1.258 0.103
C 5.777 -0.012 -1.102 -0.227
C 6.202 0.569 0.074 -0.179
C 5.296 1.002 1.059 -0.180
C 3.934 0.869 0.900 -0.217
C 3.493 0.286 -0.288 0.148
N 2.204 0.024 -0.746 -0.579
C 2.342 -0.548 -1.925 0.446
C 1.132 -0.926 -2.645 0.042
C 0.903 -1.348 -3.914 -0.391
S -0.783 -1.430 -4.192 0.592
C -1.091 -0.887 -2.620 -0.087
N -0.011 -0.689 -1.910 -0.516
H 3.973 -1.070 -3.149 0.438
H 6.477 -0.343 -1.856 0.235
H 7.262 0.696 0.245 0.234
H 5.683 1.454 1.962 0.234
H 3.234 1.203 1.651 0.241
H 1.612 -1.578 -4.690 0.267
H -2.091 -0.686 -2.258 0.283
N 0.661 -1.909 0.748 -0.867
C 0.468 -2.233 2.139 0.220
C -0.451 -3.215 2.488 -0.274
C -0.688 -3.497 3.826 -0.202
C -0.005 -2.800 4.815 -0.236
C 0.925 -1.832 4.456 -0.179
C 1.166 -1.547 3.121 -0.263
H 1.637 -2.031 0.492 0.394
H 0.123 -2.565 0.190 0.387
H -0.992 -3.750 1.717 0.218
H -1.403 -4.263 4.092 0.232
H -0.190 -3.016 5.858 0.233
H 1.461 -1.286 5.220 0.234
H 1.867 -0.770 2.847 0.235
Cl -1.323 3.779 1.222 0.064
C 0.409 3.452 1.234 -0.327
Cl 1.083 3.277 -0.410 0.008
C 0.689 2.217 2.093 0.761
O 0.849 2.339 3.277 -0.544
O 0.758 1.045 1.491 -0.775
H 0.908 4.304 1.683 0.260
```

Results
Gap between HOMO and LUMO (spin up / spin down) (eV): 7.588 / 8.504
2S+1: 5
Total charge: +1

(4)
Computed, not measured: C23H18ClF5FeN4O3S2 as an isolated structure, with ωB97M-V with the def2-TZVPD basis set.

Structure (XYZ):
```
57
Properties=species:S:1:pos:R:3:nbo_charge:R:1
Fe -0.378 -0.924 0.385 1.417
C -4.826 -1.522 0.677 -0.687
C -3.335 -1.595 0.693 0.287
N -2.530 -0.739 0.207 -0.310
N -2.911 0.355 -0.507 -0.440
C -2.095 0.686 -1.556 0.328
N -2.466 1.745 -2.267 -0.750
S -0.737 -0.224 -1.968 -0.209
C -2.637 -2.809 1.209 0.149
C -3.313 -3.852 1.813 -0.212
C -2.605 -4.992 2.175 -0.124
C -1.251 -5.051 1.914 -0.227
C -0.645 -3.956 1.314 0.093
N -1.313 -2.861 0.968 -0.531
H -5.197 -0.528 0.438 0.225
H -5.232 -1.788 1.651 0.256
H -5.225 -2.227 -0.056 0.263
H -3.874 0.659 -0.498 0.397
H -3.171 2.385 -1.939 0.408
H -1.814 2.079 -2.963 0.443
H -4.375 -3.789 1.998 0.236
H -3.113 -5.820 2.650 0.242
H -0.662 -5.920 2.169 0.247
H 0.418 -3.956 1.105 0.215
F 6.439 -1.627 -0.089 -0.260
C 5.248 -1.583 0.479 0.308
C 4.106 -1.568 -0.312 0.305
F 4.209 -1.592 -1.636 -0.277
C 2.877 -1.526 0.302 0.311
F 1.778 -1.516 -0.491 -0.330
C 2.716 -1.496 1.686 -0.348
S 1.165 -1.378 2.434 0.139
C 3.886 -1.513 2.451 0.376
F 3.811 -1.477 3.771 -0.269
C 5.137 -1.557 1.862 0.274
F 6.231 -1.569 2.608 -0.265
C -0.964 4.771 -1.848 -0.633
C 0.123 3.757 -2.068 -0.084
C 0.526 3.388 -3.342 -0.239
C 1.564 2.482 -3.524 -0.040
Cl 2.023 2.024 -5.133 0.014
C 2.230 1.954 -2.439 -0.221
C 1.835 2.310 -1.154 -0.296
C 0.776 3.186 -0.968 0.370
O 0.293 3.568 0.250 -0.496
C 0.930 3.065 1.398 -0.178
C 0.754 1.561 1.604 0.783
O 1.518 1.028 2.422 -0.611
O -0.149 0.983 0.922 -0.842
H -1.452 5.030 -2.787 0.215
H -0.553 5.687 -1.418 0.243
H -1.710 4.410 -1.138 0.213
H 0.046 3.827 -4.208 0.229
H 3.050 1.265 -2.588 0.233
H 2.369 1.888 -0.312 0.218
H 0.475 3.573 2.248 0.233
H 1.998 3.291 1.404 0.210
```

Results
Gap between HOMO and LUMO (spin up / spin down) (eV): 6.792 / 5.977
2S+1: 6
Total charge: +1

The records above give, respectively, relative energy (zero: lowest compared OMol25 entry of this formula, charge and spin) values of 32.83, 0.00, 36.69, 14.62 kcal/mol.